*1*
Entry from the Open Molecules 2025 dataset: C17H26N2S in the gas phase (the ωB97M-V functional and the def2-TZVPD basis).

ORCA input file:
```
! wB97M-V def2-TZVPD RIJCOSX def2/J DEFGRID3
* xyz 0 1
C -3.8764 -0.3241 -0.2231
C -4.6612 0.6208 0.4013
C -4.4194 2.1014 -0.1417
C -3.9584 0.6952 1.9764
N -2.3832 0.8392 2.1285
C -1.4605 -0.1477 2.1920
S -1.7141 -1.4028 2.7548
N -0.3448 0.3916 1.9172
C 0.8174 -0.6326 2.0828
C 1.0807 -0.9682 0.4458
C 1.5056 0.5637 -0.2708
C 1.7558 -0.0751 -1.6309
C 2.8905 -0.7158 -1.8626
C 2.6997 -1.9547 -2.3810
C 3.8255 -3.0051 -2.2837
C 5.2288 -2.3404 -2.3037
C 5.3280 -1.0172 -1.9558
C 4.2652 -0.3482 -1.7052
C 0.5439 1.5927 0.0267
C 0.1289 1.5634 1.6598
H -4.0283 -1.3391 0.2670
H -4.5001 -0.5185 -1.1066
H -2.8916 -0.1404 -0.4774
H -5.7462 0.4407 0.7342
H -3.3245 2.4895 -0.3629
H -5.0373 1.8989 -1.0472
H -4.8886 2.6845 0.5351
H -4.0269 -0.2196 2.3517
H -4.3207 1.3209 2.5916
H -2.1480 1.8637 1.5501
H 0.6134 -1.5517 2.5522
H 1.6576 -0.0807 2.5566
H 2.0207 -1.5092 0.4288
H 0.2678 -1.2778 0.0581
H 2.6316 0.8730 0.3693
H 1.9244 1.0413 -2.1886
H 1.0121 0.0167 -2.0103
H 1.7782 -2.4866 -2.1415
H 3.6670 -3.9105 -2.7360
H 5.9399 -3.0579 -2.5535
H 6.3393 -0.7259 -1.8095
H 4.4123 0.6875 -1.6205
H 1.0156 2.5169 -0.2634
H -0.3729 1.2064 -0.3447
H -0.4034 2.5208 1.8313
H 1.1566 1.8210 2.0090
*
```

Values from the calculation:
- LUMO: 0.6 eV
- Structure (SMILES): CC(C)CNC(=S)N1CCC(Cc2ccccc2)CC1
- HOMO: -0.2959 Ha

=====

*2*
Entry from the Open Molecules 2025 dataset: a molecular structure, C17H26N2S (the ωB97M-V functional and the def2-TZVPD basis).

ORCA input file:
```
! wB97M-V def2-TZVPD RIJCOSX def2/J DEFGRID3
* xyz 0 1
C -0.7775 3.5590 1.2405
H -1.1245 2.4586 0.9722
H -1.6668 4.0835 1.0244
H -0.4303 3.6792 2.1546
C 0.0270 4.1727 0.0596
N 1.4119 3.3721 0.2241
C 1.4124 2.0627 -0.0365
C 2.5005 1.1809 -0.0860
C 2.5198 -0.1061 -0.4854
C 1.3692 -0.7295 -1.1025
C 0.5669 0.1379 -1.4464
C 0.4647 1.5593 -1.0965
H -0.6659 2.1449 -1.3066
H -0.3796 -0.2632 -2.0040
C 1.4264 -2.0339 -1.6850
N 0.4092 -2.8274 -1.4236
H 0.3731 -3.7859 -1.8579
C -0.8237 -2.6851 -0.6534
C -0.8461 -3.9251 0.1908
C -2.2406 -4.1344 0.8235
C -3.1812 -2.7691 0.5892
C -3.1282 -2.3351 -0.6661
C -1.9539 -2.7966 -1.6160
H -1.8462 -2.0843 -2.3216
H -2.1058 -3.7310 -2.3104
H -3.4469 -1.3630 -0.8407
H -4.3568 -2.7667 -1.1804
H -4.0381 -3.0897 0.9856
H -2.6573 -2.0211 1.3947
H -2.7945 -4.9049 0.1450
H -2.2604 -4.5422 1.6525
H -0.4773 -4.6554 -0.1887
H -0.2621 -3.5625 1.1730
H -0.8631 -1.6717 -0.2294
S 2.8281 -2.6622 -2.1724
H 3.5203 -0.9238 -0.2298
H 3.3074 1.4964 0.4304
C 2.7185 3.8232 0.9708
C 2.7396 3.7405 2.2591
H 3.8161 4.1719 2.6907
H 2.5627 2.5906 2.6878
H 2.0649 4.3136 2.9545
H 2.6249 5.0696 0.5581
H 3.4160 3.5581 0.3628
H -0.1451 4.1802 -0.9311
H 0.3923 5.0150 0.3265
*
```

Values from the calculation:
- LUMO: 0.6 eV
- HOMO: -0.2663 Ha

=====

Structures ranked by computed energy, the most stable listed first: *2*, *1*.

=====

*1*
Entry from the Open Molecules 2025 dataset: a molecular structure, C3H6ClF (the ωB97M-V functional and the def2-TZVPD basis).

ORCA input file:
```
! wB97M-V def2-TZVPD RIJCOSX def2/J DEFGRID3
* xyz 0 1
C 0.0253 -0.6415 -1.1063
C -0.0364 -0.4567 0.3430
C 0.1333 1.0423 0.6571
H -0.3390 0.6795 -1.3349
H -0.6966 -1.4834 -1.5347
H 1.0827 -1.0687 -1.3072
H -0.4568 1.4382 1.5792
H -0.4671 1.5382 -0.2762
H 1.3612 1.4261 0.6887
F -1.3209 -0.8094 0.9588
Cl 0.7144 -1.6645 1.3325
*
```

Values from the calculation:
- LUMO: 0.8 eV
- HOMO: -0.3928 Ha

=====

*2*
Entry from the Open Molecules 2025 dataset: C3H6ClF in the gas phase (the ωB97M-V functional and the def2-TZVPD basis).

ORCA input file:
```
! wB97M-V def2-TZVPD RIJCOSX def2/J DEFGRID3
* xyz 0 1
F 1.8864 -0.9565 -0.3830
C 1.3898 0.2427 0.0713
C -0.1116 0.4344 -0.2423
C -1.1850 -0.5674 0.2819
Cl -2.8803 -0.2709 -0.2575
H 1.7923 1.0810 -0.5402
H 1.6528 0.2743 1.1158
H -0.3020 1.4944 -0.0065
H 0.0068 0.3854 -1.3639
H -0.9923 -1.5650 -0.0651
H -1.2569 -0.5524 1.3894
*
```

Values from the calculation:
- LUMO: 1.0 eV
- Structure (SMILES): FCCCCl
- HOMO: -0.3973 Ha

=====

Structures ranked by computed energy, the most stable listed first: *2*, *1*.

=====

*1*
Entry from the Open Molecules 2025 dataset: 2 unconnected molecules or ions with the total composition C3H6I2Si (the ωB97M-V functional and the def2-TZVPD basis).

ORCA input file:
```
! wB97M-V def2-TZVPD RIJCOSX def2/J DEFGRID3
* xyz 0 1
C 1.8780 -1.1670 1.6129
C 0.6287 -1.0558 1.2803
C -1.8590 1.0979 -0.7723
Si -0.1305 0.3682 -1.0208
I -0.0850 -1.1976 -2.9428
I 1.5904 2.1222 -1.3297
H 2.1774 -1.7333 2.4919
H 2.6845 -0.6929 1.0803
H -0.2471 -1.4720 1.7339
H -1.8931 2.1475 -1.0466
H -2.5986 0.5626 -1.3599
H -2.1457 1.0201 0.2729
*
```

Values from the calculation:
- LUMO: -0.6 eV
- HOMO: -0.3116 Ha

=====

*2*
Entry from the Open Molecules 2025 dataset: 2 unconnected molecules or ions with the total composition C3H6I2Si (the ωB97M-V functional and the def2-TZVPD basis).

ORCA input file:
```
! wB97M-V def2-TZVPD RIJCOSX def2/J DEFGRID3
* xyz 0 1
C -1.1739 -0.5589 -2.7357
C -1.8195 -0.6953 -1.5872
C 0.8703 0.3736 2.6129
Si 0.5595 0.5347 0.6862
I 0.9439 2.9058 -0.1728
I 2.2288 -1.0688 -0.1951
H -1.4623 -1.1131 -3.6500
H -0.3164 0.0178 -2.8278
H -2.5745 -1.2925 -1.1782
H 1.1757 -0.7222 2.7443
H 1.5780 1.1629 3.1150
H -0.0096 0.4559 3.1883
*
```

Values from the calculation:
- LUMO (spin up / spin down): -1.8 / -0.3 eV
- HOMO (spin up / spin down): -0.3338 / -0.2977 Ha

=====

Structures ranked by computed energy, the most stable listed first: *1*, *2*.

=====

*1*
Entry from the Open Molecules 2025 dataset: a gas-phase ion, ClHNO2S (charge -1) (the ωB97M-V functional and the def2-TZVPD basis).

ORCA input file:
```
! wB97M-V def2-TZVPD RIJCOSX def2/J DEFGRID3
* xyz -1 1
N 1.1760 -0.2114 0.6237
S -0.1686 -0.2452 -0.1526
O -1.1013 -1.4044 0.5258
O -0.1922 -0.4218 -1.5774
Cl -1.3843 1.5585 0.0220
H 1.6704 0.7242 0.5585
*
```

Values from the calculation:
- LUMO: 3.8 eV
- Structure (SMILES): N=[S@](=O)([O-])Cl
- HOMO: -0.1761 Ha

=====

*2*
Entry from the Open Molecules 2025 dataset: 2 unconnected molecules or ions with the total composition ClHNO2S (the ωB97M-V functional and the def2-TZVPD basis).

ORCA input file:
```
! wB97M-V def2-TZVPD RIJCOSX def2/J DEFGRID3
* xyz -1 1
N 0.4342 -1.4570 -0.4291
O -0.8266 1.4904 -1.3717
O -0.0361 2.0502 0.8762
S -0.7486 1.0889 0.0320
Cl -0.1162 -2.2007 1.0229
H 1.2933 -0.9718 -0.1303
*
```

Values from the calculation:
- LUMO: 3.7 eV
- HOMO: -0.1041 Ha

=====

Structures ranked by computed energy, the most stable listed first: *1*, *2*.

=====

*1*
Entry from the Open Molecules 2025 dataset: a molecular structure, C2H3O2S2 (the ωB97M-V functional and the def2-TZVPD basis).

ORCA input file:
```
! wB97M-V def2-TZVPD RIJCOSX def2/J DEFGRID3
* xyz -1 1
C -1.2660 -1.2944 0.7318
C 1.5040 0.6884 -0.4247
O -0.3344 -1.9617 0.6264
O -2.1624 -0.8430 1.3070
S -1.0948 0.1327 -1.0577
S 2.5040 1.8649 -0.9082
H -1.5422 0.9609 0.0074
H 1.0318 0.7136 0.5567
H 1.3600 -0.2615 -0.8386
*
```

Values from the calculation:
- LUMO: 3.5 eV
- HOMO: -0.1461 Ha

=====

*2*
Entry from the Open Molecules 2025 dataset: a gas-phase ion, C2H3O2S2 (charge -1) (the ωB97M-V functional and the def2-TZVPD basis).

ORCA input file:
```
! wB97M-V def2-TZVPD RIJCOSX def2/J DEFGRID3
* xyz -1 1
O -1.1004 -0.1605 -1.7784
C -0.3299 0.0724 -0.8303
O 0.2822 1.2317 -0.7551
C 0.3708 -0.7296 0.2248
S 2.0729 -0.2688 0.0944
S -0.9958 -0.3214 1.6149
H -0.2586 1.7144 -1.4833
H 0.1684 -1.8489 0.3518
H -0.2095 0.3108 2.5611
*
```

Values from the calculation:
- LUMO: 3.4 eV
- Structure (SMILES): O=C(O)[C@@H]([S-])S
- HOMO: -0.1082 Ha

=====

*3*
Entry from the Open Molecules 2025 dataset: a gas-phase ion, C2H3O2S2 (charge -1) (the ωB97M-V functional and the def2-TZVPD basis).

ORCA input file:
```
! wB97M-V def2-TZVPD RIJCOSX def2/J DEFGRID3
* xyz -1 1
C -1.2784 -0.1753 -0.5345
C -0.6240 -0.1896 0.6083
S 1.1736 0.3321 0.2318
O 0.9313 1.4744 -0.5836
O 1.8661 0.5644 1.4952
S 1.8007 -1.3066 -0.7222
H -2.3873 -0.5270 -0.6868
H -0.6482 0.0595 -1.4284
H -0.8339 -0.2318 1.6201
*
```

Values from the calculation:
- LUMO: 3.8 eV
- Structure (SMILES): C=CS(=O)(=O)[S-]
- HOMO: -0.1459 Ha

=====

*4*
Entry from the Open Molecules 2025 dataset: a gas-phase ion, C2H3O2S2 (charge -1) (the ωB97M-V functional and the def2-TZVPD basis).

ORCA input file:
```
! wB97M-V def2-TZVPD RIJCOSX def2/J DEFGRID3
* xyz -1 1
C -0.1951 -0.2330 0.3069
C 0.8061 0.0313 -0.4873
S 2.3976 -0.5796 0.0191
O 2.2363 -1.2461 1.3038
O 2.8258 -1.4289 -1.1154
S 3.5293 1.3227 0.1069
H -1.2919 0.2121 0.2678
H 0.1042 -0.8607 1.2189
H 0.8336 0.5995 -1.4582
*
```

Values from the calculation:
- LUMO: 3.8 eV
- Structure (SMILES): C=CS(=O)(=O)[S-]
- HOMO: -0.1434 Ha

=====

Structures ranked by computed energy, the most stable listed first: *1*, *2*, *4*, *3*.